Entry 1:
9 unconnected molecules or ions with the total composition C42H77F8N15O4PS2, computed with the ωB97M-V functional and the def2-TZVPD basis.

The geometry in XYZ format:
```
149
Properties=species:S:1:pos:R:3:forces:R:3
P 0.338 -0.931 1.033 0.3 -1.7 1.0
F 1.271 -0.378 2.279 -0.6 0.0 -0.6
F -0.996 -0.257 1.625 0.2 1.2 0.2
F 0.757 0.395 0.177 -0.3 -0.1 0.2
F -0.614 -1.413 -0.232 1.2 -0.4 0.6
F 1.682 -1.711 0.429 -1.6 0.3 0.4
F -0.070 -2.246 2.035 0.9 1.0 -2.0
C -4.125 -7.061 -1.961 0.7 0.4 0.0
C -4.564 -5.597 -1.604 1.2 -2.4 1.4
N -5.432 -5.151 -2.613 -4.3 2.0 -3.1
C -5.007 -4.751 -3.885 -0.3 0.2 0.4
C -6.090 -4.459 -4.655 -0.6 -0.6 0.0
N -7.241 -4.694 -3.921 3.6 -1.0 3.6
C -6.820 -5.080 -2.651 1.4 0.2 -1.8
C -8.588 -4.588 -4.326 -1.4 0.1 -1.6
H -3.686 -7.059 -2.958 0.2 0.1 0.0
H -4.877 -7.849 -2.009 -0.5 0.5 0.4
H -3.359 -7.410 -1.269 0.0 0.1 0.0
H -3.697 -4.937 -1.559 0.0 -0.1 -0.1
H -5.021 -5.590 -0.614 -0.3 0.2 -0.2
H -3.960 -4.632 -4.122 -0.1 -0.3 0.1
H -6.195 -4.249 -5.709 0.3 0.2 0.1
H -7.507 -5.279 -1.841 0.2 -0.2 0.0
H -8.869 -3.545 -4.472 -0.2 0.0 0.7
H -9.254 -5.188 -3.707 0.1 0.5 0.2
H -8.689 -4.987 -5.335 0.1 -0.3 0.0
C -9.222 1.428 5.501 0.5 -1.1 -0.7
C -7.901 2.071 5.032 -0.7 1.5 0.8
N -6.701 1.390 5.518 1.4 0.7 2.4
C -6.162 0.316 4.868 1.1 -0.1 2.1
C -5.167 -0.189 5.729 -0.3 0.8 -1.7
N -5.081 0.631 6.813 -2.2 1.3 -0.2
C -5.996 1.651 6.712 -0.6 -2.8 -2.5
C -4.136 0.512 7.904 2.0 0.6 -0.2
H -10.123 2.025 5.360 0.4 0.3 -0.1
H -9.177 1.120 6.546 0.2 0.2 0.0
H -9.353 0.514 4.923 -0.3 -0.1 0.1
H -7.917 3.084 5.435 0.4 0.1 0.1
H -7.746 2.224 3.964 -0.4 -0.4 -0.1
H -6.563 0.100 3.889 0.4 -0.5 0.2
H -4.343 -0.866 5.561 -0.5 -0.4 -0.1
H -6.184 2.415 7.451 -0.1 -0.1 -0.2
H -3.439 -0.319 7.797 -0.8 -0.7 -0.1
H -4.537 0.557 8.916 -0.3 0.0 -0.4
H -3.418 1.305 7.697 -0.1 0.5 0.7
C 4.941 -2.903 7.904 0.0 -1.5 -0.8
C 4.656 -2.619 6.388 0.9 1.8 1.7
N 5.142 -3.646 5.485 -1.4 -3.3 -4.5
C 6.423 -3.887 4.997 -0.2 -0.6 -0.7
C 6.355 -4.768 3.912 0.4 1.0 1.0
N 5.033 -5.034 3.611 0.3 1.2 3.6
C 4.331 -4.394 4.603 0.4 0.7 0.0
C 4.527 -5.876 2.513 -1.0 1.4 -0.4
H 6.002 -2.947 8.152 0.1 0.5 -0.3
H 4.648 -3.941 8.063 -0.4 0.0 0.3
H 4.439 -2.297 8.658 -0.2 0.2 -0.6
H 5.212 -1.726 6.106 0.2 0.1 0.0
H 3.635 -2.291 6.193 -0.2 -0.9 -0.1
H 7.263 -3.348 5.409 0.1 -0.4 0.0
H 7.152 -5.248 3.363 0.0 0.3 0.0
H 3.251 -4.379 4.604 0.0 0.0 0.3
H 4.267 -6.907 2.756 0.6 0.1 0.2
H 5.164 -5.697 1.647 0.4 -0.6 0.3
H 3.612 -5.374 2.199 -0.3 -0.2 0.1
C -2.803 1.913 -5.764 -0.8 0.0 -0.2
C -3.834 2.149 -4.671 0.3 0.9 0.4
N -4.680 3.318 -4.896 -4.4 1.6 -0.4
C -4.359 4.656 -5.079 0.2 -0.5 0.7
C -5.490 5.393 -4.923 -0.8 1.1 -0.5
N -6.603 4.583 -4.750 1.8 -3.2 -0.6
C -6.072 3.310 -4.791 1.2 0.6 0.6
C -8.060 4.881 -4.633 -0.6 0.4 -0.2
H -2.400 2.772 -6.302 0.1 0.5 0.8
H -3.368 1.443 -6.569 0.6 -0.9 0.0
H -1.994 1.374 -5.270 0.0 -0.4 -0.8
H -3.362 2.331 -3.706 0.1 -0.1 0.0
H -4.519 1.313 -4.533 0.2 -0.1 -0.2
H -3.342 4.957 -5.282 -0.2 0.2 0.1
H -5.648 6.457 -5.023 0.3 0.0 0.1
H -6.620 2.384 -4.697 -0.1 0.2 0.1
H -8.379 5.073 -3.609 0.5 0.2 0.0
H -8.739 4.106 -4.990 0.8 -0.8 0.0
H -8.393 5.693 -5.279 0.8 0.4 0.2
C 3.715 -2.236 -6.102 0.1 -0.1 0.8
C 4.251 -0.876 -6.569 -0.3 -1.1 0.2
N 4.379 -0.876 -8.012 -1.0 1.5 -4.0
C 5.448 -1.320 -8.839 -2.0 0.4 1.0
C 5.015 -1.223 -10.136 1.6 -0.5 1.0
N 3.781 -0.672 -10.167 -0.9 1.2 3.1
C 3.379 -0.397 -8.869 3.0 -1.9 -0.4
C 3.061 -0.226 -11.335 -0.4 -0.2 -1.1
H 2.727 -2.498 -6.480 0.0 0.3 -0.2
H 3.625 -2.208 -5.016 -0.1 0.1 0.1
H 4.372 -3.083 -6.299 0.2 0.2 -0.3
H 5.230 -0.683 -6.131 -0.1 0.2 0.0
H 3.536 -0.096 -6.307 0.2 0.1 0.1
H 6.377 -1.630 -8.384 -0.1 -0.2 -0.3
H 5.617 -1.552 -10.970 -0.5 0.3 -0.3
H 2.477 0.127 -8.590 0.1 -0.2 0.0
H 2.133 -0.786 -11.447 0.2 -0.2 -0.1
H 3.717 -0.417 -12.185 -0.3 0.1 -0.1
H 2.788 0.829 -11.327 0.4 0.0 0.3
C 8.932 6.523 -3.220 -0.1 1.4 0.8
C 9.646 5.251 -2.876 -0.2 0.1 -0.7
N 9.092 4.599 -1.677 -3.6 -3.1 -1.0
C 9.395 4.807 -0.390 0.2 0.2 1.5
C 8.642 3.994 0.466 0.0 -0.4 -2.9
N 7.834 3.219 -0.412 1.1 1.9 -2.3
C 8.063 3.647 -1.732 1.9 0.7 3.2
C 6.891 2.157 -0.059 -0.4 0.0 1.2
H 7.852 6.470 -3.351 0.0 -0.5 -0.1
H 9.363 6.978 -4.112 0.0 -0.1 0.1
H 9.074 7.211 -2.386 0.0 0.4 -0.1
H 10.705 5.445 -2.703 -0.1 -0.2 0.0
H 9.518 4.634 -3.766 0.3 -0.8 0.5
H 10.151 5.569 -0.269 0.0 -0.2 0.9
H 8.652 3.792 1.527 0.1 0.2 -0.2
H 7.583 3.271 -2.624 0.1 0.0 0.2
H 7.038 1.239 -0.628 0.0 0.4 -0.2
H 5.858 2.504 -0.033 0.0 0.1 -0.8
H 7.006 1.903 0.995 0.6 -0.1 0.0
C -1.576 6.055 1.195 0.5 0.6 -0.7
C -0.915 4.828 1.834 -1.4 0.7 0.1
N 0.368 5.103 2.466 1.1 0.5 2.3
C 1.479 5.648 1.842 1.1 -0.7 3.8
C 2.462 5.734 2.904 -1.9 0.0 -2.9
N 1.900 5.297 4.085 -0.7 0.0 -2.3
C 0.615 4.950 3.827 0.8 0.3 -1.8
C 2.631 5.311 5.343 0.2 0.6 0.8
H -2.574 5.830 0.820 0.0 -0.2 0.3
H -1.036 6.403 0.315 0.2 -0.2 -0.2
H -1.633 6.957 1.805 -0.1 -0.3 0.5
H -0.832 4.043 1.082 0.2 -0.2 0.3
H -1.588 4.533 2.639 0.2 -0.5 -0.1
H 1.399 5.909 0.797 0.5 0.0 0.2
H 3.482 6.078 2.818 -0.2 0.0 0.2
H -0.092 4.623 4.576 0.0 -0.1 -0.2
H 2.060 5.946 6.021 0.0 -0.5 0.4
H 3.593 5.812 5.243 -0.2 0.1 -0.5
H 2.900 4.328 5.731 -0.7 -0.1 -0.1
N -2.464 -7.773 7.747 0.0 5.2 -5.2
S -1.362 -6.762 6.937 -0.1 -0.8 -3.7
O -0.332 -7.511 6.175 -1.9 1.6 1.8
O -0.997 -5.497 7.491 -0.2 -0.3 0.6
F -2.337 -6.245 5.721 0.0 -0.6 0.8
S -1.473 -8.544 8.543 2.4 -4.7 6.2
O -0.756 -7.715 9.511 0.1 -1.0 -1.5
O -0.832 -9.699 7.952 -0.4 1.4 0.5
F -2.627 -9.179 9.448 0.2 -0.5 0.2
```
Positions in Å, forces in eV/Å.

* LUMO: -8.3 eV
* molecular weight: 1103.3 g mol⁻¹
* HOMO: -0.463 hartree
* total charge: +5
* spin multiplicity: 1
* frontier orbital gap: 4.30 eV


Entry 2:
13 unconnected molecules or ions with the total composition C42H80BBr24F2NO3PSSi, computed with the ωB97M-V functional and the def2-TZVPD basis.

The geometry in XYZ format:
```
156
Properties=species:S:1:pos:R:3:forces:R:3
C -2.093 -0.903 -3.103 0.3 0.3 0.6
C -3.284 -0.675 -2.209 -0.1 0.2 -0.2
O -3.923 0.334 -2.307 -0.6 0.6 -0.2
O -3.670 -1.626 -1.340 0.6 -0.3 0.1
C -2.657 -1.958 -0.328 -0.5 0.4 0.1
C -2.942 -1.211 0.958 0.4 0.2 0.0
B -2.164 -1.795 2.285 -0.1 -0.1 0.4
C -1.697 -3.358 2.210 0.8 0.5 0.1
C -0.408 -3.635 1.407 -0.8 -0.9 0.0
O -0.584 -4.874 0.645 0.2 0.3 -0.1
C 0.823 -3.872 2.266 0.7 -0.4 -0.5
N 2.030 -3.276 1.642 -0.1 0.2 0.3
P -3.512 -1.708 3.759 -0.1 -1.3 -0.5
S -4.426 -3.455 4.135 -0.2 0.0 0.2
C -0.954 -0.791 2.782 -1.1 -0.5 -0.7
F -0.240 -1.353 3.846 0.2 0.3 0.2
F -1.529 0.360 3.342 0.2 0.2 0.0
C 0.008 -0.416 1.682 1.0 0.4 0.3
C 0.689 0.969 1.758 0.4 0.2 -0.3
Si 0.619 1.840 0.098 -0.5 -0.1 0.0
C -1.159 1.840 -0.550 0.8 -0.3 -0.2
C 1.150 3.640 0.162 -0.1 0.0 0.4
C 1.578 0.754 -1.113 0.0 0.3 -0.1
C 2.620 -0.100 -0.736 -0.3 0.0 -0.4
C 3.234 -0.931 -1.669 0.0 0.5 0.3
C 2.834 -0.918 -3.005 -0.2 0.6 0.1
C 1.820 -0.053 -3.403 -0.1 0.0 0.5
C 1.199 0.763 -2.458 0.2 -0.2 -0.2
H -1.844 0.064 -3.523 0.0 -0.2 0.1
H -2.325 -1.590 -3.912 0.0 -0.2 0.1
H -1.236 -1.252 -2.531 0.0 -0.2 -0.2
H -1.690 -1.626 -0.699 0.2 -0.5 -0.1
H -2.704 -3.038 -0.227 0.1 -0.1 0.1
H -4.022 -1.127 1.082 -0.1 -0.3 0.0
H -2.602 -0.183 0.801 -0.2 0.2 0.0
H -2.478 -4.003 1.816 -0.2 0.0 0.0
H -1.517 -3.706 3.229 -0.1 -0.2 0.1
H -0.194 -2.880 0.645 0.0 0.3 0.2
H -0.918 -4.590 -0.212 0.0 -0.2 0.0
H 0.968 -4.955 2.287 -0.4 -0.1 0.2
H 0.699 -3.553 3.296 0.0 0.4 -0.1
H 1.935 -3.322 0.634 0.0 -0.1 0.0
H 2.833 -3.846 1.873 0.1 0.1 0.0
H -4.543 -0.834 3.351 0.3 0.5 0.5
H -2.935 -1.266 4.962 -0.3 0.5 -0.1
H -0.440 -0.556 0.701 -0.3 -0.1 0.1
H 0.817 -1.146 1.740 -0.1 -0.2 -0.1
H 0.319 1.625 2.547 -0.2 -0.1 0.1
H 1.743 0.788 1.989 -0.4 0.4 -0.1
H -1.395 0.807 -0.798 -0.3 -0.1 0.1
H -1.197 2.372 -1.501 -0.2 0.3 0.1
H -1.869 2.241 0.166 -0.2 0.0 0.0
H 2.100 3.802 0.668 0.2 0.0 -0.2
H 0.403 4.158 0.771 -0.1 0.0 0.0
H 1.134 4.132 -0.810 0.2 -0.1 -0.1
H 2.939 -0.132 0.298 0.0 -0.1 0.1
H 4.013 -1.598 -1.300 0.0 0.7 -0.2
H 3.283 -1.564 -3.740 0.2 -0.1 0.0
H 1.470 -0.021 -4.425 0.1 -0.1 -0.1
H 0.396 1.403 -2.803 0.0 0.0 0.1
Br -1.676 1.458 -5.581 0.1 0.3 -0.3
C -2.527 3.018 -4.792 0.0 -0.1 -0.1
C -1.653 4.238 -4.898 0.0 0.2 0.1
Br -0.197 4.197 -3.609 0.1 0.0 -0.1
H -2.771 2.751 -3.766 0.0 0.0 0.0
H -3.447 3.161 -5.354 0.0 0.0 0.0
H -2.221 5.136 -4.660 0.0 0.0 0.0
H -1.198 4.348 -5.877 0.0 0.0 0.0
Br 3.910 -5.076 -5.390 0.1 0.1 0.0
C 4.865 -5.563 -3.765 -0.1 -0.2 -0.2
C 3.957 -5.493 -2.567 0.1 0.2 0.3
Br 3.637 -3.641 -2.043 0.0 -1.7 -0.2
H 5.718 -4.897 -3.689 0.0 0.0 0.1
H 5.215 -6.581 -3.925 0.0 0.0 0.0
H 4.419 -5.973 -1.706 0.0 0.0 0.0
H 2.986 -5.942 -2.751 0.0 0.0 0.0
Br -0.802 -4.184 -2.717 0.1 0.0 -0.1
C -2.393 -5.301 -2.785 0.2 0.0 0.1
C -2.736 -5.691 -4.196 -0.2 0.0 -0.1
Br -3.551 -4.221 -5.177 0.1 0.0 0.0
H -3.187 -4.744 -2.295 0.0 0.0 0.0
H -2.151 -6.182 -2.194 0.0 0.0 0.0
H -3.479 -6.485 -4.199 0.0 0.0 0.0
H -1.867 -6.003 -4.767 0.0 0.0 0.0
Br 0.694 7.144 -7.035 -0.1 0.1 0.0
C 1.588 8.232 -5.689 0.1 -0.1 -0.1
C 1.360 7.698 -4.300 0.0 0.1 0.1
Br -0.430 8.108 -3.670 -0.1 -0.1 0.0
H 1.221 9.246 -5.813 0.0 0.0 0.0
H 2.645 8.195 -5.942 0.0 0.0 0.0
H 2.035 8.179 -3.595 0.0 0.0 0.0
H 1.473 6.621 -4.231 0.0 0.0 -0.1
Br 2.175 -2.705 -7.958 0.1 -0.1 0.0
C 2.196 -3.817 -9.552 -0.1 0.3 0.1
C 1.166 -4.913 -9.478 0.1 -0.2 -0.1
Br 1.735 -6.349 -8.296 -0.1 0.0 0.0
H 3.206 -4.198 -9.658 0.0 -0.1 0.0
H 1.974 -3.143 -10.376 0.0 0.0 0.0
H 1.033 -5.377 -10.452 0.0 0.0 0.0
H 0.207 -4.563 -9.110 0.0 0.1 0.0
Br 3.662 -1.532 6.793 0.1 0.0 -0.1
C 3.740 0.342 6.269 -0.1 0.0 0.2
C 2.790 0.651 5.144 0.0 0.1 -0.2
Br 3.452 -0.003 3.446 0.5 -0.6 0.4
H 4.773 0.550 6.012 0.0 0.0 0.0
H 3.468 0.902 7.162 0.0 0.0 0.0
H 2.690 1.728 5.021 0.0 0.0 0.0
H 1.806 0.209 5.280 0.0 0.0 0.0
Br -4.481 -7.671 4.516 0.0 -0.1 0.0
C -6.184 -7.118 3.767 0.2 0.1 -0.1
C -7.226 -6.918 4.829 0.0 -0.2 0.0
Br -7.920 -8.616 5.505 0.0 0.0 0.0
H -6.463 -7.875 3.040 -0.1 0.0 0.0
H -5.982 -6.176 3.258 0.0 0.0 0.1
H -8.088 -6.403 4.422 0.0 0.0 0.0
H -6.848 -6.366 5.684 0.0 -0.1 -0.2
Br -0.187 12.385 -5.601 0.0 0.0 0.0
C -1.745 11.222 -5.694 0.2 0.0 0.0
C -1.996 10.740 -7.097 -0.2 0.1 -0.1
Br -2.796 12.126 -8.206 0.1 0.0 0.0
H -2.580 11.780 -5.284 0.0 0.0 0.0
H -1.509 10.382 -5.047 0.0 -0.1 0.0
H -2.714 9.923 -7.094 0.0 0.0 0.0
H -1.089 10.422 -7.600 0.0 0.0 0.0
Br -6.759 -4.530 7.502 -0.1 0.2 0.1
C -7.350 -2.804 6.821 0.1 0.0 0.1
C -8.735 -2.861 6.231 0.0 0.0 -0.1
Br -8.750 -3.675 4.467 -0.1 0.0 0.0
H -6.593 -2.481 6.108 0.0 -0.1 -0.1
H -7.344 -2.145 7.687 0.0 0.0 0.0
H -9.124 -1.856 6.078 0.1 0.0 0.0
H -9.428 -3.427 6.846 0.0 0.0 0.0
Br 5.017 2.599 -0.332 -0.1 0.0 0.0
C 6.050 3.494 1.054 0.0 -0.3 -0.3
C 5.820 2.873 2.403 0.0 0.1 0.2
Br 4.104 3.398 3.146 0.0 0.3 0.0
H 5.779 4.542 1.024 0.0 0.0 0.0
H 7.090 3.380 0.760 0.0 0.0 0.1
H 6.562 3.228 3.116 0.0 0.0 0.0
H 5.830 1.787 2.379 -0.1 0.0 0.0
Br 0.151 -0.226 10.118 0.0 0.0 0.0
C 0.099 -1.184 8.420 0.1 0.1 0.1
C -0.597 -0.389 7.351 -0.2 -0.1 -0.2
Br -2.527 -0.414 7.571 0.0 0.1 0.2
H -0.382 -2.137 8.611 0.0 0.0 0.0
H 1.140 -1.348 8.153 0.0 0.0 0.0
H -0.418 -0.833 6.370 0.0 0.0 0.0
H -0.295 0.653 7.336 0.0 0.0 0.0
Br 8.339 4.433 5.245 0.1 0.0 0.0
C 8.490 6.311 4.757 -0.1 -0.1 0.2
C 7.565 6.670 3.626 0.0 0.1 -0.2
Br 8.235 6.024 1.916 0.0 0.1 0.1
H 9.533 6.489 4.518 0.0 0.0 0.0
H 8.223 6.863 5.655 0.0 0.0 0.0
H 7.497 7.750 3.518 0.0 0.0 0.0
H 6.569 6.255 3.749 0.0 0.0 0.0
```
Positions in Å, forces in eV/Å.

* LUMO: 1.3 eV
* molecular weight: 2704.7 g mol⁻¹
* HOMO: -0.170 hartree
* total charge: -1
* spin multiplicity: 1
* frontier orbital gap: 5.93 eV